# 1
ORCA calculation (the ωB97M-V functional and the def2-TZVPD basis) on a structure of composition C21H59N5O8V at a distorted geometry.

Last column: Löwdin charge in e.
Element x y z (Å)
O1 0.037 1.853 1.361  -0.205
V1 -0.616 0.501 1.924  1.287
O2 -1.754 0.097 0.925  -0.194
C1 1.192 7.795 1.212  -0.190
O3 2.386 8.061 0.519  -0.106
H1 0.742 8.583 1.816  0.076
H2 0.382 7.601 0.510  0.070
H3 1.348 6.937 1.866  0.074
H4 2.454 9.017 0.478  0.076
C2 -3.878 -4.331 -9.453  -0.069
C3 -4.787 -3.153 -9.245  -0.444
C4 -4.168 -2.156 -8.223  -0.184
O4 -4.145 -2.827 -6.966  -0.196
C5 -3.462 -2.035 -5.978  -0.115
N1 -5.218 -2.604 -10.530  0.027
H5 -2.859 -3.962 -9.570  0.082
H6 -4.197 -4.938 -10.301  0.077
H7 -3.841 -5.012 -8.603  0.079
H8 -5.700 -3.571 -8.821  0.130
H9 -4.793 -1.298 -7.977  0.117
H10 -3.165 -1.808 -8.471  0.123
H11 -3.817 -2.356 -4.999  0.080
H12 -3.769 -0.991 -5.905  0.079
H13 -2.373 -2.074 -5.983  0.085
H14 -5.597 -3.356 -11.088  0.065
H15 -6.021 -2.030 -10.316  0.066
C6 -5.629 2.998 3.603  -0.086
C7 -4.432 3.879 3.621  -0.426
C8 -4.861 5.291 4.141  -0.161
O5 -3.679 6.121 4.057  -0.232
C9 -3.568 7.385 4.674  -0.102
N2 -3.420 3.266 4.495  0.032
H16 -6.094 2.868 4.580  0.089
H17 -5.491 2.015 3.153  0.077
H18 -6.438 3.328 2.951  0.084
H19 -3.865 4.043 2.705  0.135
H20 -5.285 5.405 5.139  0.124
H21 -5.623 5.761 3.519  0.122
H22 -4.048 7.301 5.649  0.077
H23 -4.074 8.122 4.051  0.093
H24 -2.580 7.609 5.077  0.088
H25 -2.919 4.020 4.942  0.061
H26 -3.930 2.809 5.237  0.060
C10 6.139 0.607 -3.736  -0.067
C11 4.866 1.464 -3.614  -0.456
C12 4.696 2.435 -4.804  -0.197
O6 3.386 2.961 -4.810  -0.220
C13 3.006 3.864 -3.751  -0.070
N3 3.756 0.554 -3.628  0.034
H27 6.069 -0.061 -4.595  0.074
H28 6.284 0.004 -2.840  0.074
H29 7.050 1.175 -3.928  0.074
H30 4.946 2.027 -2.684  0.123
H31 4.728 1.849 -5.723  0.131
H32 5.495 3.174 -4.852  0.126
H33 3.443 3.475 -2.832  0.067
H34 1.936 3.990 -3.580  0.092
H35 3.571 4.787 -3.876  0.090
H36 3.708 -0.032 -4.449  0.076
H37 3.032 1.189 -3.932  0.050
C14 1.586 -4.934 -0.091  -0.083
C15 2.380 -4.711 1.181  -0.398
C16 3.793 -5.437 1.214  -0.203
O7 4.621 -5.020 2.283  -0.200
C17 5.762 -5.878 2.528  -0.082
N4 2.668 -3.264 1.106  0.006
H38 0.646 -4.382 -0.074  0.076
H39 1.345 -5.996 -0.031  0.076
H40 2.149 -4.831 -1.018  0.084
H41 1.809 -4.888 2.093  0.134
H42 4.255 -5.325 0.233  0.124
H43 3.661 -6.514 1.311  0.116
H44 6.568 -5.732 1.809  0.086
H45 5.610 -6.957 2.507  0.082
H46 6.061 -5.657 3.553  0.088
H47 3.083 -2.982 0.230  0.068
H48 3.434 -3.178 1.760  0.047
C18 2.105 -1.687 7.534  -0.060
C19 1.310 -1.622 6.186  -0.446
C20 -0.155 -2.061 6.372  -0.151
O8 -0.998 -2.058 5.164  -0.241
C21 -2.100 -2.921 5.189  -0.123
N5 1.404 -0.270 5.771  0.027
H49 2.165 -2.682 7.975  0.081
H50 1.604 -1.110 8.310  0.079
H51 3.085 -1.213 7.471  0.082
H52 1.887 -2.273 5.530  0.140
H53 -0.736 -1.441 7.055  0.129
H54 -0.195 -3.048 6.832  0.123
H55 -2.787 -2.715 4.368  0.085
H56 -2.553 -2.906 6.181  0.092
H57 -1.691 -3.906 4.966  0.089
H58 2.409 -0.206 5.693  0.073
H59 1.260 0.177 6.665  0.072

Forces on atoms 1 to 2 (eV/Å):
O -1.512 -3.100 1.207
V 0.130 2.331 -1.874

Summary:
Spin multiplicity   1
Net charge   +1
Gap between HOMO and LUMO   3.18 eV
Energy   -2654.62562 Ha
LUMO level   -7.13 eV


# 2
ORCA calculation (the ωB97M-V functional and the def2-TZVPD basis) on a cluster of 2 separate species, C5H11N2 in total at a distorted geometry.

Last column: Löwdin charge in e.
Element x y z (Å)
C1 1.876 -0.223 0.218  -0.197
C2 -2.031 1.281 0.435  0.029
C3 -1.438 0.781 -0.834  0.112
C4 3.383 0.001 0.129  -0.044
C5 -2.291 -1.377 0.140  -0.010
N1 0.988 0.243 -0.611  0.048
N2 -1.980 -0.087 -0.086  -0.066
H1 -1.596 1.659 1.333  0.114
H2 -2.999 1.697 0.457  0.100
H3 1.376 -0.731 0.956  0.074
H4 3.764 -0.079 1.206  0.111
H5 3.749 0.918 -0.377  0.099
H6 3.791 -0.834 -0.264  0.031
H7 -3.326 -1.658 0.242  0.121
H8 -1.973 -1.997 -0.709  0.126
H9 -1.589 -1.678 0.885  0.112
H10 1.269 0.941 -1.378  0.099
H11 -0.973 1.142 -1.741  0.142

Forces on atoms 1 to 2 (eV/Å):
C 0.137 3.269 -4.195
C -0.654 -0.020 -0.064

Summary:
Spin multiplicity   1
Net charge   +1
Gap between HOMO and LUMO   9.77 eV
Energy   -306.21663 Ha
Relative energy (zero: lowest compared OMol25 entry of this formula, charge and spin)   438.1 kJ/mol
LUMO level   -4.07 eV


# 3
ORCA calculation (the ωB97M-V functional and the def2-TZVPD basis) on a structure of composition C12H28N3O8S2 at a distorted geometry.

Last column: Löwdin charge in e.
Element x y z (Å)
C1 0.936 -2.016 2.653  -0.034
C2 1.834 -2.675 1.946  -0.227
S1 1.213 -3.806 0.709  0.498
O1 1.612 -5.144 1.058  -0.350
O2 -0.218 -3.627 0.719  -0.348
N1 1.791 -3.417 -0.758  -0.295
S2 2.636 -2.084 -0.908  0.471
O3 2.940 -1.917 -2.304  -0.334
O4 3.810 -1.998 -0.073  -0.347
C3 1.678 -0.602 -0.504  -0.152
C4 0.194 -0.678 -0.882  -0.544
O5 -0.250 -1.511 -1.621  0.113
O6 -0.582 0.307 -0.353  0.089
H1 -0.044 -2.412 2.823  0.057
H2 1.123 -1.037 3.057  0.060
H3 2.882 -2.523 2.091  0.078
H4 2.142 0.207 -1.052  0.090
H5 1.766 -0.378 0.549  0.080
H6 -0.035 0.848 0.219  0.095
C5 1.899 0.067 -5.387  -0.062
C6 0.887 0.309 -4.274  -0.418
C7 -0.506 0.717 -4.766  -0.192
O7 -0.618 2.058 -5.225  -0.193
C8 -0.148 2.282 -6.537  -0.122
N2 1.447 1.290 -3.338  0.061
H7 2.293 0.996 -5.801  0.061
H8 2.746 -0.498 -4.997  0.076
H9 1.458 -0.512 -6.202  0.077
H10 0.770 -0.635 -3.738  0.121
H11 -1.194 0.646 -3.920  0.123
H12 -0.874 0.023 -5.533  0.121
H13 -0.342 1.424 -7.188  0.088
H14 0.920 2.513 -6.541  0.072
H15 -0.677 3.149 -6.936  0.081
H16 0.834 1.360 -2.530  0.055
H17 1.392 2.206 -3.773  0.069
C9 -3.526 1.760 4.894  -0.075
C10 -2.169 1.652 5.584  -0.434
C11 -0.989 1.465 4.619  -0.215
O8 -0.864 0.171 4.070  -0.201
C12 -1.744 -0.099 2.981  -0.087
N3 -2.232 0.584 6.586  0.037
H18 -3.906 0.791 4.577  0.064
H19 -4.262 2.184 5.577  0.072
H20 -3.472 2.409 4.017  0.077
H21 -1.999 2.596 6.110  0.131
H22 -0.067 1.625 5.186  0.121
H23 -1.005 2.219 3.821  0.119
H24 -1.918 0.787 2.363  0.091
H25 -2.694 -0.489 3.350  0.083
H26 -1.293 -0.868 2.362  0.062
H27 -1.375 0.587 7.130  0.069
H28 -2.204 -0.303 6.090  0.070

Forces on atoms 1 to 2 (eV/Å):
C -0.082 0.261 0.237
C -0.225 -0.211 -0.096

Summary:
Spin multiplicity   1
Net charge   -1
Gap between HOMO and LUMO   8.01 eV
Energy   -2036.56178 Ha
LUMO level   2.31 eV


# 4
ORCA calculation (the ωB97M-V functional and the def2-TZVPD basis) on a structure of composition C24H42B2BrF3I2N4O13P2 at a distorted geometry.

Last column: Löwdin charge in e.
Element x y z (Å)
C1 -0.206 -2.275 5.158  -0.052
C2 -0.183 -2.644 3.694  -0.206
O1 0.093 -1.490 2.876  0.099
B1 1.267 -1.291 2.247  -0.727
O2 2.400 -0.997 2.931  0.222
N1 1.330 -1.524 0.740  0.168
C3 1.764 -2.864 0.318  -0.045
C4 3.203 -3.017 -0.170  -0.299
C5 4.237 -2.210 0.567  -0.024
F1 3.235 -2.658 -1.533  -0.026
C6 0.911 -0.653 -0.182  -0.258
N2 0.955 -0.955 -1.479  0.098
C7 0.074 -0.272 -2.434  -0.434
C8 0.825 0.945 -3.050  -0.261
C9 2.242 1.208 -2.539  -0.173
C10 3.316 0.318 -3.173  -0.071
C11 4.656 0.382 -2.482  -0.490
O3 5.694 0.541 -3.032  0.147
O4 4.565 0.254 -1.139  -0.059
C12 5.809 0.424 -0.421  -0.194
C13 5.496 0.626 1.053  -0.059
P1 0.020 -1.508 -3.997  0.684
O5 0.458 -2.947 -3.343  -0.394
Br1 -2.105 -1.986 -4.429  0.430
C14 -1.278 -0.055 -1.611  -0.286
C15 -1.625 -1.532 -1.209  -0.212
O6 -1.695 -1.667 0.198  -0.218
O7 -1.889 -3.084 0.399  0.021
C16 -2.477 0.569 -2.373  -0.742
I1 -2.182 1.716 -4.113  0.969
C17 -3.743 0.411 -1.964  -0.847
C18 -4.305 -0.427 -0.829  -0.196
I2 -5.359 1.317 -2.868  1.007
C19 -0.940 0.937 -0.395  -0.409
N3 -0.934 2.286 -0.917  0.079
P2 -2.160 1.122 1.065  0.875
O8 -1.607 2.172 1.962  -0.394
N4 0.373 0.551 0.197  0.055
C20 1.088 1.295 1.263  -0.096
C21 1.137 2.826 1.210  -0.410
C22 1.879 3.334 2.438  -0.015
O9 1.715 3.314 0.004  -0.034
H1 -0.496 -3.138 5.760  0.086
H2 -0.927 -1.474 5.325  0.090
H3 0.771 -1.917 5.485  0.085
H4 0.558 -3.427 3.499  0.124
H5 -1.147 -3.039 3.369  0.116
H6 3.079 -0.510 2.453  0.086
H7 1.607 -3.547 1.156  0.145
H8 1.095 -3.194 -0.481  0.134
H9 3.451 -4.079 -0.129  0.153
H10 5.235 -2.481 0.224  0.105
H11 4.170 -2.409 1.639  0.101
H12 4.079 -1.144 0.397  0.043
H13 1.675 -1.588 -1.805  0.102
H14 0.927 0.777 -4.129  0.061
H15 0.244 1.853 -2.979  0.013
H16 2.463 2.242 -2.824  0.133
H17 2.306 1.184 -1.456  0.081
H18 2.998 -0.727 -3.252  0.108
H19 3.521 0.653 -4.191  0.136
H20 6.337 1.274 -0.850  0.127
H21 6.417 -0.466 -0.589  0.128
H22 6.149 1.378 1.493  0.088
H23 5.591 -0.297 1.629  0.069
H24 4.467 0.980 1.166  0.060
H25 -0.287 -3.493 -3.052  0.037
H26 -0.829 -2.203 -1.522  0.077
H27 -2.538 -1.880 -1.681  0.077
H28 -2.465 -3.056 1.180  0.113
H29 -3.612 -0.627 -0.021  0.024
H30 -5.195 0.041 -0.402  0.026
H31 -4.640 -1.390 -1.231  0.104
H32 -1.436 2.951 -0.343  0.087
H33 0.003 2.643 -1.063  0.074
H34 -3.371 1.465 0.451  0.045
H35 -2.308 -0.111 1.689  0.034
H36 2.123 0.934 1.219  0.113
H37 0.697 1.059 2.259  0.117
H38 0.130 3.220 1.239  0.110
H39 1.715 4.405 2.548  0.094
H40 1.532 2.844 3.348  0.094
H41 2.958 3.164 2.338  0.081
H42 2.655 3.090 -0.015  0.093
B2 -9.146 3.163 0.488  -1.025
O10 -9.369 1.911 -0.335  0.210
C23 -8.383 1.076 -0.160  -0.450
O11 -8.237 -0.005 -0.662  0.091
C24 -7.351 1.727 0.804  -0.426
O12 -6.296 1.222 1.123  0.066
O13 -7.808 2.891 1.156  0.213
F2 -10.133 3.306 1.433  0.166
F3 -9.038 4.261 -0.337  0.159

Forces on atoms 1 to 2 (eV/Å):
C -0.050 0.189 -0.023
C 0.002 -0.026 0.223

Summary:
Spin multiplicity   1
Gap between HOMO and LUMO   7.55 eV
Energy   -6338.47875 Ha
LUMO level   -0.74 eV